# 1
The following is a quantum chemistry calculation of C12H23F3NO2P2Zn as an isolated structure, from the OMol25 dataset.

Results
Max |F|, eV/Å: 2.338
Orbital gap, eV: 5.02
LUMO level, eV: -4.54
Relative energy (zero: lowest compared OMol25 entry of this formula, charge and spin), kJ/mol: 458.68
Charge: +1

Last column: natural (NBO) charge in e.
Cartesian coordinates (Å):
Zn 0.0146 0.0219 0.2685  1.23
P 0.5187 0.9874 -1.8090  0.83
C 0.7620 -0.4419 -2.8768  -0.83
C 0.7606 -1.7249 -2.2348  0.22
N 0.5847 -1.7705 -0.8592  -0.73
C 0.8353 -2.8875 -0.1557  0.23
C 1.3639 -4.0261 -0.7826  -0.32
C 1.4410 -4.0566 -2.1766  -0.14
C 0.9876 -2.9691 -2.9085  -0.27
C 0.6021 -2.8575 1.3712  -0.75
P -0.6338 -1.5769 1.8507  0.78
H 0.9451 -3.0067 -4.0010  0.23
H 1.7072 -4.8567 -0.1593  0.23
H 1.8060 -4.9647 -2.6767  0.23
H 0.2594 -3.8409 1.7411  0.25
H 1.5486 -2.5942 1.8796  0.27
H -3.3355 -0.1631 -3.8067  0.50
H 0.1337 -0.4587 -3.7771  0.23
H -3.6231 -0.7213 -0.4839  0.58
O -3.7194 -0.7689 -3.1282  -0.99
H -3.6838 -1.6912 -3.4421  0.50
H -2.0693 -0.1914 0.0127  0.42
O -3.1425 -0.0047 0.0430  -0.84
H -3.2876 0.9019 -0.3142  0.57
C -2.1452 -2.5695 1.6139  -0.97
H -1.9855 -3.5377 2.1124  0.25
H -3.0395 -2.0734 2.0163  0.24
H -2.3289 -2.7969 0.5604  0.24
C -0.4947 -1.5454 3.6731  -0.94
H -1.2316 -0.8419 4.0902  0.26
H -0.6664 -2.5479 4.1031  0.25
H 0.5039 -1.1938 3.9715  0.28
C 2.2487 1.5457 -1.8448  -0.94
H 2.5573 1.1940 -2.8401  0.27
H 2.4101 2.6251 -1.7555  0.25
H 2.8304 1.0317 -1.0697  0.27
C -0.5435 2.3497 -2.4408  -0.95
H -0.5569 3.2202 -1.7648  0.26
H -0.1877 2.6760 -3.4304  0.25
H -1.6037 2.0603 -2.5170  0.22
F 0.7174 1.2757 2.7996  -0.38
C 1.2811 1.0298 1.5611  0.44
F 1.6592 2.2693 1.0950  -0.37
F 2.4648 0.3542 1.8064  -0.38

# 2
The following is a quantum chemistry calculation of C12H23F3NO5P2STb as an isolated structure, from the OMol25 dataset.

Results
<S²>: 12.69
Max |F|, eV/Å: 2.200
Orbital gap (spin up / spin down), eV: 8.50 / 8.93
LUMO level (spin up / spin down), eV: -7.28 / -6.86
Relative energy (zero: lowest compared OMol25 entry of this formula, charge and spin), kJ/mol: 15.92
2S+1: 7
Charge: +2

Last column: Mulliken charge in e.
Cartesian coordinates (Å):
Tb 0.1219 0.4538 0.9042  0.74
P 2.3398 -1.0962 0.7090  0.74
C 2.4721 -1.5049 -1.0741  -0.97
C 1.1187 -1.7353 -1.7363  0.47
N -0.0120 -1.1776 -1.2275  0.31
C -1.1882 -1.4273 -1.8644  0.44
C -1.2546 -2.2529 -2.9894  -0.83
C -0.0909 -2.8042 -3.5358  -0.59
C 1.1114 -2.5278 -2.8845  -0.78
C -2.4930 -0.8035 -1.3856  -1.04
P -2.2799 0.7463 -0.3916  0.71
H 2.0619 -2.9331 -3.2199  0.48
H -2.2275 -2.4098 -3.4447  0.48
H -0.1170 -3.4117 -4.4365  0.46
H -3.1089 -0.5491 -2.2646  0.56
H -3.0712 -1.5458 -0.8046  0.44
H 3.0053 -0.6898 -1.6074  0.48
H 3.0793 -2.4194 -1.1579  0.53
H 1.6690 3.9180 -1.8407  0.32
O 2.0955 3.1804 -2.3249  -0.59
H 2.5119 3.6315 -3.0909  0.30
H -1.0021 4.5975 0.3983  0.29
O -0.9175 5.0372 -0.4743  -0.60
H -1.2780 5.9355 -0.3359  0.32
C -2.5220 1.9815 -1.7176  -1.31
H -3.5231 1.8679 -2.1535  0.42
H -2.3924 2.9872 -1.2979  0.44
H -1.7630 1.8371 -2.4993  0.37
C -3.8212 0.7846 0.5849  -1.24
H -3.7841 1.6825 1.2162  0.40
H -4.6962 0.8268 -0.0736  0.41
H -3.8835 -0.1007 1.2319  0.41
C 2.3976 -2.7643 1.4356  -1.30
H 3.3610 -3.2245 1.1867  0.47
H 2.3056 -2.6636 2.5235  0.40
H 1.5811 -3.3920 1.0611  0.38
C 4.0038 -0.4771 1.1151  -1.25
H 3.9983 -0.2238 2.1839  0.42
H 4.7392 -1.2705 0.9187  0.41
H 4.2334 0.4232 0.5270  0.39
F -1.3986 -0.2592 5.5876  -0.17
C -1.0127 0.7347 4.7586  0.60
F -2.0570 1.0435 3.9384  -0.19
F -0.7005 1.8304 5.4871  -0.17
S 0.4397 0.1281 3.7460  1.12
O 1.3515 -0.5289 4.6285  -0.46
O -0.2895 -0.7534 2.7550  -0.61
O 0.8866 1.3188 2.9360  -0.62

Calculated total energy / hartree: -3437.590144, -3106.517279